Entry from the Open Molecules 2025 dataset: a structure of composition C2H3I3O2 (ωB97M-V/def2-TZVPD).

Output
highest occupied orbital energy	-9.07	eV
gap between HOMO and LUMO	8.8	eV
ΔE to the lowest compared entry with this formula, charge and spin	91.10	kJ/mol

Each line ends with the Mulliken charge.
Positions of all 10 atoms, in Å:
I 0.6858 -1.2936 -3.5306  0.124
I -0.8877 2.8216 -1.5071  -0.079
H 0.2058 1.6758 -1.5643  0.080
O 0.5118 0.2763 0.5870  -0.413
H -1.4112 -0.6375 -0.2871  0.364
I 2.9730 0.6821 -1.4791  0.164
H 0.8325 -0.0833 1.4353  0.306
C 0.4344 -0.5619 -0.5513  0.791
C 1.1940 -0.4808 -1.6013  -0.876
O -0.7335 -1.2322 -0.6755  -0.461

Cartesian forces (eV/Å) of the 2 atoms listed first:
I 0.3 0.4 1.3
I -0.4 0.4 0.0